Entry 1:
DFT (ωB97M-V with the def2-TZVPD basis set) results for a 10-piece molecular cluster, C28H83N7O10 overall at a distorted geometry.

The value obtained for the orbital gap is 0.3408 Eh. The SMILES is COC[C@H](C)N.COC[C@H](C)N.COC[C@H](C)N.COC[C@H](C)N.COC[C@H](C)N.COC[C@H](C)N.COC[C@H](C)N.O.O.O.

```
! RIJCOSX wB97M-V def2-TZVPD def2/J DEFGRID3
* xyz 0 1
O -8.69 -5.01 2.12
H -8.81 -5.40 2.98
H -9.48 -4.49 1.97
O -7.22 3.03 -0.92
H -7.59 3.75 -1.42
H -7.79 2.28 -1.12
O -6.35 1.10 3.83
H -6.22 1.58 3.01
H -5.97 1.67 4.50
C -2.50 1.63 9.08
C -2.63 3.14 9.39
C -1.33 3.87 9.85
O -0.79 3.66 11.19
C -1.44 4.49 12.14
N -3.38 3.78 8.37
H -3.48 1.16 8.99
H -1.97 1.10 9.87
H -1.86 1.34 8.24
H -3.17 3.15 10.33
H -1.42 4.94 9.69
H -0.54 3.66 9.13
H -0.94 4.25 13.08
H -2.45 4.09 12.27
H -1.43 5.48 11.70
H -2.77 4.22 7.69
H -3.84 4.58 8.78
C -2.00 -9.26 7.11
C -1.09 -9.09 8.32
C -1.73 -8.15 9.40
O -0.67 -7.75 10.33
C 0.07 -6.62 9.77
N -0.76 -10.43 8.75
H -3.05 -9.34 7.38
H -1.66 -10.13 6.54
H -1.95 -8.38 6.47
H -0.14 -8.62 8.08
H -2.44 -8.80 9.93
H -2.33 -7.37 8.93
H 1.15 -6.77 9.88
H -0.34 -5.87 10.45
H -0.20 -6.27 8.78
H -1.55 -11.05 8.82
H -0.37 -10.49 9.68
C 2.20 -3.47 -10.17
C 1.94 -2.53 -11.34
C 0.44 -2.17 -11.65
O 0.45 -1.47 -12.84
C -0.84 -1.31 -13.51
N 2.69 -1.32 -10.98
H 3.25 -3.69 -10.03
H 1.73 -4.45 -10.18
H 1.93 -2.98 -9.23
H 2.36 -3.00 -12.23
H 0.02 -1.49 -10.91
H -0.19 -3.06 -11.57
H -1.67 -1.13 -12.83
H -1.06 -2.04 -14.28
H -0.72 -0.37 -14.05
H 2.46 -1.19 -10.01
H 2.22 -0.47 -11.25
C 10.46 -3.97 -2.82
C 11.90 -3.60 -3.16
C 12.26 -2.23 -2.65
O 13.55 -1.74 -3.03
C 13.99 -0.59 -2.28
N 12.83 -4.62 -2.71
H 10.30 -4.98 -3.20
H 9.79 -3.34 -3.41
H 10.24 -3.90 -1.76
H 11.98 -3.56 -4.25
H 12.17 -2.25 -1.57
H 11.49 -1.51 -2.94
H 13.52 -0.42 -1.32
H 13.59 0.25 -2.85
H 15.08 -0.49 -2.26
H 13.76 -4.26 -2.87
H 12.75 -4.87 -1.74
C -2.30 -3.35 -0.07
C -1.50 -3.68 1.16
C -0.33 -2.78 1.56
O 0.46 -2.47 0.43
C 0.96 -3.69 -0.15
N -2.43 -3.72 2.28
H -3.11 -4.07 -0.26
H -1.67 -3.18 -0.94
H -2.85 -2.43 0.14
H -1.02 -4.66 1.12
H 0.31 -3.25 2.30
H -0.64 -1.88 2.09
H 1.41 -4.30 0.63
H 1.67 -3.52 -0.96
H 0.18 -4.19 -0.73
H -2.76 -2.81 2.56
H -3.28 -4.20 2.02
C -1.69 7.09 2.45
C -2.77 7.55 1.45
C -2.91 9.05 1.48
O -3.54 9.59 2.72
C -4.02 10.92 2.51
N -2.28 7.09 0.13
H -1.61 7.82 3.25
H -0.75 7.23 1.92
H -1.74 6.12 2.92
H -3.76 7.22 1.74
H -3.48 9.44 0.64
H -1.95 9.54 1.33
H -4.78 10.90 1.73
H -3.21 11.57 2.17
H -4.43 11.43 3.38
H -2.04 6.14 0.40
H -3.06 7.00 -0.50
C -2.00 3.26 -6.75
C -1.74 4.28 -7.91
C -2.11 5.77 -7.66
O -3.47 5.97 -7.60
C -4.17 6.05 -8.83
N -0.34 4.25 -8.32
H -1.96 2.25 -7.17
H -3.02 3.31 -6.38
H -1.28 3.14 -5.95
H -2.39 3.83 -8.67
H -1.68 6.29 -8.52
H -1.53 6.03 -6.77
H -4.02 5.21 -9.51
H -4.03 6.97 -9.39
H -5.24 6.12 -8.63
H 0.23 4.32 -7.49
H -0.15 5.07 -8.88
*
```

Mulliken population analysis, charges in e, atoms 1 to 2: O -0.639; H 0.320



Entry 2:
DFT (ωB97M-V with the def2-TZVPD basis set) results for a 12-piece molecular cluster, C28H84N4O12 overall at a distorted geometry.

The value obtained for the orbital gap is 0.3377 Eh. The SMILES is COC[C@H](C)N.COC[C@H](C)N.COC[C@H](C)N.COC[C@H](C)N.CCO.CCO.CCO.CCO.CCO.CCO.O.O.

```
! RIJCOSX wB97M-V def2-TZVPD def2/J DEFGRID3
* xyz 0 1
O 0.82 -1.32 3.72
H 1.20 -1.21 2.83
H 1.56 -1.14 4.32
O 2.48 -1.47 -1.65
H 2.31 -0.80 -2.34
H 2.71 -2.27 -2.13
C 4.21 2.00 -1.74
C 2.74 1.88 -2.07
O 2.71 1.20 -3.33
H 4.44 2.54 -0.82
H 4.81 2.42 -2.54
H 4.58 0.99 -1.55
H 2.32 2.89 -2.15
H 2.16 1.29 -1.34
H 1.80 1.02 -3.59
C 1.18 -0.08 -6.07
C 0.60 -0.86 -4.90
O 0.09 -0.04 -3.85
H 0.41 0.37 -6.69
H 1.85 -0.73 -6.63
H 1.86 0.69 -5.70
H 1.47 -1.38 -4.47
H -0.14 -1.58 -5.23
H -0.70 -0.46 -3.47
C -4.47 0.56 2.38
C -5.15 1.89 2.37
O -5.96 2.06 1.22
H -4.05 0.36 3.38
H -3.60 0.48 1.74
H -5.20 -0.25 2.32
H -4.45 2.74 2.37
H -5.68 2.15 3.29
H -6.88 1.92 1.46
C -3.27 -3.35 1.56
C -2.27 -3.67 2.66
O -2.10 -5.07 2.77
H -4.30 -3.60 1.80
H -2.94 -3.80 0.62
H -3.32 -2.27 1.36
H -2.66 -3.34 3.62
H -1.33 -3.16 2.43
H -2.07 -5.48 1.90
C -1.01 -0.45 0.81
C 0.25 -0.86 0.08
O 1.37 -0.78 0.98
H -1.11 0.62 1.03
H -1.08 -0.94 1.79
H -1.87 -0.77 0.23
H 0.41 -0.15 -0.72
H 0.14 -1.90 -0.22
H 2.14 -0.91 0.41
C -0.99 1.76 3.92
C -1.68 0.66 4.71
O -0.79 0.05 5.62
H -0.35 2.37 4.56
H -1.60 2.40 3.28
H -0.24 1.25 3.30
H -2.11 -0.10 4.04
H -2.57 1.03 5.24
H -0.19 -0.50 5.09
C -2.80 1.11 -2.88
C -3.24 0.08 -3.91
C -3.19 -1.32 -3.32
O -1.88 -1.82 -3.22
C -1.76 -3.03 -2.49
N -4.66 0.33 -4.26
H -2.77 2.15 -3.21
H -1.87 0.87 -2.35
H -3.60 1.13 -2.12
H -2.75 0.12 -4.88
H -3.87 -2.04 -3.79
H -3.59 -1.20 -2.29
H -0.70 -3.28 -2.50
H -2.34 -3.81 -2.99
H -2.04 -2.91 -1.44
H -5.18 0.30 -3.38
H -4.78 1.30 -4.55
C -2.42 7.03 -1.62
C -1.59 6.44 -2.75
C -1.24 5.00 -2.56
O -0.46 4.88 -1.39
C -0.40 3.57 -0.87
N -2.27 6.63 -4.04
H -1.99 6.98 -0.62
H -3.38 6.52 -1.52
H -2.61 8.10 -1.77
H -0.63 6.95 -2.79
H -0.58 4.68 -3.38
H -2.06 4.27 -2.53
H 0.36 3.51 -0.10
H -0.16 2.86 -1.67
H -1.37 3.31 -0.42
H -2.92 5.86 -4.23
H -2.87 7.44 -3.98
C 2.18 -4.35 1.68
C 1.02 -5.14 1.04
C 1.47 -5.75 -0.25
O 0.41 -6.47 -0.84
C 0.77 -6.98 -2.12
N 0.62 -6.15 2.02
H 2.52 -3.56 1.00
H 3.03 -5.01 1.88
H 1.88 -3.90 2.62
H 0.23 -4.38 0.94
H 2.37 -6.34 -0.03
H 1.71 -4.92 -0.94
H 1.65 -7.62 -2.04
H 0.81 -6.18 -2.86
H -0.05 -7.66 -2.36
H -0.12 -5.85 2.65
H 0.25 -7.01 1.62
C 7.21 2.26 3.74
C 5.97 2.00 4.60
C 4.82 1.52 3.74
O 4.37 2.51 2.87
C 3.18 2.15 2.23
N 6.36 1.04 5.62
H 7.59 1.42 3.16
H 8.04 2.54 4.38
H 6.96 3.06 3.03
H 5.75 2.92 5.16
H 3.99 1.11 4.34
H 5.24 0.67 3.16
H 3.39 1.36 1.50
H 2.77 2.99 1.67
H 2.41 1.76 2.91
H 6.63 0.11 5.33
H 5.67 0.90 6.35
*
```

Mulliken population analysis, charges in e, atoms 1 to 2: O -0.605; H 0.171



Entry 3:
DFT (ωB97M-V with the def2-TZVPD basis set) results for C28H84N7O11PPt as an isolated structure at a distorted geometry.

The value obtained for the orbital gap (alpha / beta) is 0.2004 / 0.1824 Eh.

```
! RIJCOSX wB97M-V def2-TZVPD def2/J DEFGRID3
* xyz 6 3
Pt -1.25 -1.15 -2.16
P 0.31 -0.04 -0.63
O -0.03 -1.61 -0.53
O 0.65 -0.17 -2.23
O 1.38 0.54 0.29
O -1.14 0.53 -0.70
C 3.23 -5.45 -1.61
C 2.28 -4.30 -1.69
C 0.86 -4.73 -1.45
O 0.73 -5.46 -0.23
C -0.27 -6.48 -0.28
N 2.63 -3.20 -0.68
H 3.49 -2.72 -0.96
H 1.89 -2.50 -0.78
H 2.71 -3.55 0.27
H 2.90 -6.22 -2.31
H 3.31 -5.92 -0.63
H 4.24 -5.13 -1.88
H 2.29 -3.76 -2.63
H 0.64 -5.40 -2.29
H 0.12 -3.89 -1.43
H -0.15 -7.17 0.55
H -0.30 -7.00 -1.23
H -1.27 -6.02 -0.19
C -8.83 -0.28 0.79
C -7.77 -0.13 -0.29
C -6.39 0.24 0.25
O -5.46 0.29 -0.82
C -4.21 0.90 -0.51
N -7.68 -1.47 -1.08
H -8.01 -2.25 -0.50
H -8.02 -1.48 -2.04
H -6.67 -1.60 -1.13
H -9.06 0.60 1.39
H -8.51 -1.06 1.49
H -9.78 -0.60 0.36
H -8.15 0.46 -1.12
H -6.12 -0.45 1.05
H -6.65 1.21 0.70
H -3.65 0.31 0.22
H -4.35 1.90 -0.10
H -3.55 1.11 -1.36
C -1.40 0.86 3.44
C -1.31 2.06 2.52
C -2.10 3.29 2.92
O -1.96 4.24 1.90
C -2.77 5.39 2.19
N 0.16 2.38 2.25
H 0.68 2.52 3.12
H 0.64 1.71 1.60
H 0.25 3.25 1.71
H -0.81 0.04 3.04
H -2.45 0.57 3.51
H -1.12 1.08 4.48
H -1.72 1.72 1.57
H -1.81 3.66 3.91
H -3.15 3.01 3.09
H -3.82 5.12 2.36
H -2.82 6.13 1.39
H -2.43 5.86 3.11
C 4.99 1.35 0.73
C 4.88 0.19 1.68
C 5.78 0.26 2.89
O 7.14 0.54 2.61
C 7.91 -0.67 2.62
N 3.42 -0.03 2.10
H 2.69 0.17 1.38
H 3.27 -0.99 2.42
H 3.10 0.62 2.82
H 6.00 1.46 0.35
H 4.78 2.32 1.18
H 4.39 1.28 -0.19
H 5.11 -0.75 1.17
H 5.53 -0.46 3.67
H 5.62 1.20 3.43
H 8.91 -0.54 2.24
H 7.37 -1.45 2.07
H 8.05 -1.06 3.64
C -2.14 4.05 -1.72
C -0.72 4.06 -2.30
C 0.26 4.63 -1.30
O 1.54 4.08 -1.64
C 2.50 4.18 -0.59
N -0.41 2.59 -2.72
H -0.53 1.87 -1.98
H -1.00 2.20 -3.45
H 0.55 2.43 -3.04
H -2.49 4.94 -1.20
H -2.18 3.28 -0.94
H -2.87 3.73 -2.46
H -0.59 4.55 -3.27
H 0.00 4.25 -0.31
H 0.26 5.72 -1.35
H 2.83 5.20 -0.37
H 3.38 3.59 -0.81
H 2.04 3.86 0.36
C 4.96 1.76 -3.59
C 3.44 1.49 -3.55
C 2.86 1.80 -4.96
O 1.72 2.61 -4.68
C 1.07 2.89 -5.95
N 3.22 0.02 -3.15
H 2.25 -0.03 -2.75
H 3.31 -0.59 -3.96
H 3.85 -0.32 -2.43
H 5.52 0.92 -4.01
H 5.44 1.95 -2.63
H 5.14 2.64 -4.20
H 2.99 2.14 -2.80
H 2.59 0.86 -5.45
H 3.63 2.32 -5.53
H 0.94 1.99 -6.55
H 1.65 3.49 -6.66
H 0.11 3.40 -5.84
C -0.58 -4.81 3.46
C -1.09 -4.06 2.22
C -2.54 -3.62 2.30
O -2.62 -2.63 3.31
C -3.97 -2.31 3.66
N -0.17 -2.81 2.04
H 0.78 -3.01 2.35
H -0.19 -2.41 1.07
H -0.63 -2.11 2.63
H -1.04 -4.41 4.36
H 0.50 -4.85 3.57
H -1.03 -5.80 3.46
H -0.86 -4.61 1.32
H -3.26 -4.42 2.51
H -2.92 -3.25 1.34
H -4.54 -1.90 2.83
H -3.91 -1.53 4.42
H -4.44 -3.17 4.12
*
```

Mulliken population analysis, charges in e, atoms 1 to 2: Pt 2.868; P -0.333



| no. | DFT total energy (eV) |
| --- | --- |
| 1 | -61279.811 |
| 2 | -60925.137 |
| 3 | -75818.212 |